No. 1
# C33H56O33

A cluster of 11 separate species, C33H56O33 in total in a non-equilibrium geometry (ωB97M-V with the def2-TZVPD basis set, the OMol25 dataset).

Values from the calculation:
Kohn-Sham gap   10.44 eV
SMILES   COC(=O)OC.COC(=O)OC.COC(=O)OC.COC(=O)OC.COC(=O)OC.COC(=O)OC.O=C1OCCO1.O=C1OCCO1.O=C1OCCO1.O=C1OCCO1.O=C1OCCO1
Max |F|   2.6 eV/Å
ΔE to the lowest compared entry with this formula, charge and spin   13.9 kcal/mol

The geometry in ORCA input format:
```
! wB97M-V def2-TZVPD RIJCOSX def2/J DEFGRID3
* xyz 0 1
C 6.485 -1.437 1.493
C 6.385 -2.391 0.306
O 5.037 -2.263 -0.091
C 4.529 -1.096 0.404
O 3.514 -0.606 0.043
O 5.384 -0.568 1.291
H 7.413 -0.864 1.526
H 6.434 -1.910 2.477
H 6.649 -3.399 0.625
H 7.073 -2.119 -0.495
C -3.249 -0.765 3.647
C -3.512 -1.778 4.776
O -3.431 -0.982 5.951
C -3.348 0.335 5.647
O -3.268 1.199 6.450
O -3.266 0.499 4.305
H -3.963 -0.735 2.829
H -2.251 -0.934 3.240
H -2.781 -2.580 4.828
H -4.501 -2.234 4.684
C -1.410 3.910 2.007
C -1.686 3.656 3.493
O -3.114 3.672 3.549
C -3.567 4.420 2.527
O -4.666 4.847 2.415
O -2.594 4.593 1.591
H -1.100 3.053 1.411
H -0.602 4.642 1.891
H -1.301 4.491 4.078
H -1.295 2.709 3.845
C 2.647 1.155 -3.339
C 3.605 2.316 -3.674
O 2.741 3.326 -4.176
C 1.500 2.815 -4.400
O 0.602 3.427 -4.860
O 1.470 1.503 -4.042
H 2.556 1.073 -2.252
H 3.031 0.211 -3.719
H 4.332 2.017 -4.433
H 4.166 2.690 -2.821
C 0.498 -0.918 -1.199
C -0.267 0.359 -1.622
O -0.691 0.926 -0.396
C -0.443 0.079 0.621
O -0.777 0.279 1.745
O 0.262 -0.989 0.201
H 1.532 -0.774 -1.506
H 0.068 -1.761 -1.734
H -1.130 0.075 -2.224
H 0.360 1.033 -2.196
C -4.970 -0.965 -0.539
O -4.460 -2.177 0.028
C -3.283 -2.596 -0.393
O -2.627 -2.145 -1.299
O -2.994 -3.727 0.254
C -1.691 -4.239 0.023
H -4.164 -0.345 -0.926
H -5.507 -0.403 0.220
H -5.674 -1.249 -1.322
H -0.912 -3.589 0.426
H -1.496 -4.383 -1.042
H -1.644 -5.212 0.504
C -4.028 -0.337 -8.671
O -4.033 -1.064 -7.463
C -3.573 -0.406 -6.388
O -2.916 0.596 -6.432
O -3.954 -1.067 -5.306
C -3.446 -0.571 -4.049
H -4.370 0.687 -8.534
H -4.688 -0.834 -9.382
H -3.049 -0.333 -9.157
H -3.468 -1.445 -3.407
H -4.213 0.083 -3.628
H -2.494 -0.067 -4.163
C 0.779 1.810 9.624
O 0.247 1.924 8.320
C 0.470 0.867 7.539
O 1.188 -0.061 7.806
O -0.170 1.060 6.395
C 0.055 0.172 5.331
H 1.835 1.545 9.596
H 0.256 1.072 10.234
H 0.655 2.778 10.103
H -0.648 -0.654 5.527
H 1.013 -0.346 5.277
H -0.182 0.556 4.344
C 1.368 -2.487 -4.255
O 2.148 -3.151 -5.253
C 3.258 -2.520 -5.613
O 3.667 -1.495 -5.131
O 3.832 -3.219 -6.591
C 5.124 -2.802 -6.973
H 0.601 -3.223 -4.031
H 0.972 -1.534 -4.604
H 1.957 -2.324 -3.351
H 5.676 -3.685 -7.285
H 5.654 -2.329 -6.143
H 5.163 -2.067 -7.779
C -5.265 2.650 -3.300
O -4.337 2.782 -2.233
C -3.078 3.053 -2.567
O -2.630 2.996 -3.676
O -2.406 3.418 -1.480
C -1.072 3.843 -1.705
H -4.946 1.826 -3.943
H -5.367 3.597 -3.820
H -6.214 2.332 -2.873
H -0.346 3.063 -1.496
H -0.895 4.656 -0.997
H -0.949 4.282 -2.693
C 2.270 -1.924 2.820
O 3.350 -1.111 3.281
C 3.771 -1.319 4.530
O 3.185 -1.938 5.374
O 4.964 -0.751 4.672
C 5.536 -0.824 5.964
H 2.665 -2.815 2.331
H 1.709 -1.351 2.090
H 1.621 -2.196 3.649
H 6.360 -0.120 6.005
H 5.936 -1.825 6.153
H 4.814 -0.629 6.756
*
```

Atom charges from the Mulliken analysis, given in e for atoms 1 to 99:
1 C -0.271
2 C -0.342
3 O -0.329
4 C 0.656
5 O -0.557
6 O -0.259
7 H 0.342
8 H 0.164
9 H 0.296
10 H 0.249
11 C 0.535
12 C -0.325
13 O -0.397
14 C 0.558
15 O -0.498
16 O -0.169
17 H 0.118
18 H -0.334
19 H 0.299
20 H 0.298
21 C 0.272
22 C 0.303
23 O -0.290
24 C 0.645
25 O -0.570
26 O -0.328
27 H -0.284
28 H 0.316
29 H 0.247
30 H -0.292
31 C 0.604
32 C -0.427
33 O -0.373
34 C 0.513
35 O -0.489
36 O -0.168
37 H -0.038
38 H -0.100
39 H 0.254
40 H 0.326
41 C 0.297
42 C 1.649
43 O 0.007
44 C 0.367
45 O -0.540
46 O -0.303
47 H -0.225
48 H 0.037
49 H -0.456
50 H -1.021
51 C -0.463
52 O -0.402
53 C 0.785
54 O -0.381
55 O -0.419
56 C -0.479
57 H 0.032
58 H 0.347
59 H 0.351
60 H 0.084
61 H 0.269
62 H 0.318
63 C -0.659
64 O -0.342
65 C 0.785
66 O -0.529
67 O -0.430
68 C -0.055
69 H 0.313
70 H 0.241
71 H 0.278
72 H 0.107
73 H -0.266
74 H 0.452
75 C -0.687
76 O -0.315
77 C 0.737
78 O -0.575
79 O -0.161
80 C -0.178
81 H 0.308
82 H 0.294
83 H 0.241
84 H 0.112
85 H 0.120
86 H 0.047
87 C -0.380
88 O -0.392
89 C 0.754
90 O -0.612
91 O -0.361
92 C -0.697
93 H 0.280
94 H 0.324
95 H 0.198
96 H 0.272
97 H 0.309
98 H 0.282
99 C -0.513

No. 2
# C33H57CaN3O5Si

A structure of composition C33H57CaN3O5Si in a non-equilibrium geometry (ωB97M-V with the def2-TZVPD basis set, the OMol25 dataset).

Values from the calculation:
Kohn-Sham gap   7.03 eV
Max |F|   4.3 eV/Å
ΔE to the lowest compared entry with this formula, charge and spin   19.2 kcal/mol

The geometry in ORCA input format:
```
! wB97M-V def2-TZVPD RIJCOSX def2/J DEFGRID3
* xyz 0 1
O 1.788 -2.163 -1.880
O 0.774 -0.528 -3.454
C 2.947 -2.681 -1.196
C 2.780 -2.778 0.307
H 3.755 -1.991 -1.466
H 3.178 -3.666 -1.631
H 2.170 -1.971 0.723
H 3.763 -2.737 0.786
H 2.326 -3.734 0.581
C 0.559 -2.891 -1.608
C 0.483 -4.155 -2.416
H -0.252 -2.198 -1.858
H 0.490 -3.090 -0.525
H 0.473 -3.929 -3.487
H -0.442 -4.684 -2.169
H 1.329 -4.813 -2.191
C -0.422 -0.093 -4.131
C 1.920 -0.684 -4.329
C -1.628 -0.597 -3.390
H -0.392 -0.487 -5.156
H -0.412 1.006 -4.189
H -1.668 -1.693 -3.398
H -2.535 -0.230 -3.882
H -1.643 -0.251 -2.351
C 1.844 -1.963 -5.114
H 2.812 -0.670 -3.693
H 1.970 0.194 -4.992
H 1.888 -2.822 -4.437
H 2.703 -2.022 -5.790
H 0.931 -2.013 -5.715
H 1.099 -0.466 -1.965
N -0.696 -0.685 2.967
C -1.474 -0.013 3.850
C -1.955 1.288 3.752
C -2.351 2.118 2.670
C -1.766 -0.801 5.088
H -0.844 -1.085 5.616
H -2.328 -1.717 4.862
H -2.372 -0.187 5.763
C -3.328 3.211 3.001
H -3.841 3.605 2.117
H -2.806 4.035 3.513
H -4.082 2.808 3.690
N -1.848 1.990 1.457
C -0.321 -2.063 3.111
C 0.945 -2.360 3.631
C 1.781 -1.313 4.297
C 1.392 -3.679 3.533
H 2.375 -3.923 3.932
C 0.596 -4.654 2.927
H 0.970 -5.674 2.839
C -0.673 -4.337 2.449
H -1.311 -5.097 1.990
C -1.162 -3.036 2.557
C -2.538 -2.668 2.095
C -2.234 2.653 0.285
C -1.757 3.961 -0.001
C -1.144 4.813 1.076
C -1.838 4.433 -1.308
H -1.436 5.423 -1.537
C -2.420 3.653 -2.312
H -2.465 4.031 -3.334
C -2.974 2.404 -2.008
H -3.470 1.817 -2.783
C -2.888 1.888 -0.721
C -3.402 0.525 -0.376
Ca 0.506 1.723 0.994
H 2.821 -1.657 4.347
H 1.450 -1.124 5.329
H 1.763 -0.358 3.754
H -2.534 -1.738 1.511
H -3.231 -2.535 2.939
H -2.943 -3.465 1.460
H -0.402 5.497 0.637
H -0.635 4.250 1.883
H -1.909 5.440 1.568
H -3.950 0.527 0.578
H -2.582 -0.210 -0.275
H -4.079 0.158 -1.159
H -2.191 1.730 4.725
C 1.064 0.433 -1.005
Si 2.188 1.845 -1.587
H -0.025 0.639 -0.972
H 1.404 -0.140 -0.122
C 3.885 1.155 -1.956
C 2.408 3.247 -0.327
C 1.425 2.705 -3.067
H 1.790 3.742 -3.102
H 0.331 2.750 -3.002
H 1.693 2.227 -4.017
H 4.559 1.411 -1.128
H 4.289 1.608 -2.872
H 3.899 0.066 -2.072
H 2.582 2.955 0.726
H 1.588 3.983 -0.364
H 3.318 3.773 -0.648
O 1.689 2.499 2.887
N 0.594 3.096 3.227
O 0.345 3.272 4.416
O -0.029 -0.064 2.023
*
```

Atom charges from the Mulliken analysis, given in e for atoms 1 to 99:
1 O 0.104
2 O 0.082
3 C -0.672
4 C -0.820
5 H 0.388
6 H 0.377
7 H -0.186
8 H 0.439
9 H 0.345
10 C 1.267
11 C -1.570
12 H -0.633
13 H -0.092
14 H 0.340
15 H 0.440
16 H 0.353
17 C -0.434
18 C 0.010
19 C -1.102
20 H 0.449
21 H 0.299
22 H 0.336
23 H 0.496
24 H -0.165
25 C -1.227
26 H -0.078
27 H 0.465
28 H 0.079
29 H 0.455
30 H 0.304
31 H -1.272
32 N 0.830
33 C 1.248
34 C -1.947
35 C 1.093
36 C -1.789
37 H 0.197
38 H 0.237
39 H 0.501
40 C -1.978
41 H 0.311
42 H 0.289
43 H 0.549
44 N 1.034
45 C -0.458
46 C 1.146
47 C -1.564
48 C -0.759
49 H 0.441
50 C -0.962
51 H 0.402
52 C -0.934
53 H 0.424
54 C 0.937
55 C -1.438
56 C -0.873
57 C 1.897
58 C -1.645
59 C -0.720
60 H 0.445
61 C -1.098
62 H 0.392
63 C -0.661
64 H 0.476
65 C 0.050
66 C -0.611
67 Ca 1.365
68 H 0.456
69 H 0.286
70 H 0.090
71 H 0.059
72 H 0.265
73 H 0.449
74 H 0.457
75 H 0.341
76 H 0.347
77 H 0.459
78 H -0.336
79 H 0.481
80 H 0.401
81 C 1.266
82 Si 0.810
83 H 0.014
84 H 0.037
85 C -1.121
86 C -1.778
87 C -0.659
88 H 0.472
89 H -0.146
90 H 0.258
91 H 0.367
92 H 0.361
93 H 0.094
94 H 0.690
95 H 0.385
96 H 0.431
97 O -0.700
98 N 0.658
99 O -0.674

Q: The highest Kohn-Sham gap belongs to which entry?
A: C33H56O33

Q: What is the max |F| in the first record?
A: 2.6 eV/Å

Q: ΔE to the lowest compared entry with this formula, charge and spin of number 1 (C33H56O33)?
A: 13.9 kcal/mol